Formula: C9H20AlBrCl5FLiMgNNaO7P2S
Source: the Open Molecules 2025 dataset
Level of theory: ωB97M-V/def2-TZVPD

Element x y z (Å)
C: 0.0802 -0.1888 1.9011
C: -0.7315 0.9369 1.3642
P: -0.4025 1.8577 -0.3008
C: -2.0422 1.7354 -1.3419
C: -3.2987 2.3142 -0.4612
C: -4.3831 1.1866 0.0289
C: -5.5958 0.9038 -1.0868
C: -6.0317 -0.6778 -0.8521
P: 1.1764 0.8956 -1.4765
N: 2.4094 1.9699 -1.6317
O: 1.7711 -0.5914 -0.7973
O: 0.6457 0.5516 -3.1228
H: 1.2645 -0.1861 1.9346
H: -0.4800 -1.1533 2.2583
H: -1.6498 1.3177 1.9947
H: -2.2095 0.6741 -1.8080
H: -1.8735 2.4934 -2.2481
H: -2.8600 2.8377 0.5112
H: -3.8697 3.0838 -1.1385
H: -4.9489 1.6570 0.9684
H: -3.9185 0.1590 0.3561
H: -5.2362 1.1430 -2.1745
H: -6.5435 1.5560 -0.7726
H: -5.2628 -1.3780 -1.3888
H: -5.9344 -0.8557 0.3228
H: -7.1438 -0.9120 -1.1306
H: 2.1906 2.8446 -1.1102
H: 2.6670 -0.8505 -1.1917
H: 0.8745 -0.4216 -3.2508
F: 1.9562 -1.4390 2.6318
C: 5.2562 -3.1490 1.1018
Cl: 3.7667 -2.2894 0.6359
Cl: 5.6404 -4.3805 -0.1272
Cl: 6.6013 -1.9863 1.2181
Cl: 5.0165 -3.9398 2.6804
Na: -0.7438 -1.1347 -0.3125
Mg: 0.7562 3.9236 0.2792
O: 6.1844 -6.4359 -2.4624
S: 7.6562 -6.5196 -2.4533
O: 8.0680 -7.9352 -2.4547
O: 8.1786 -5.8572 -1.2443
O: 8.1938 -5.8502 -3.6517
C: -2.5433 3.6413 3.7269
O: -2.5257 3.0341 2.5499
H: -1.7114 4.3300 3.9529
H: -3.4094 4.2874 3.9495
H: -2.5290 3.0019 4.6259
Al: -4.0438 1.9930 5.0951
Br: 8.2562 -0.2820 1.0826
Cl: 4.0562 -0.7596 -2.6705
Li: -0.7438 4.8444 -2.5085

Total charge: +1
HOMO level (eV): -9.07
Lowest unoccupied orbital energy (Eh): -0.2773
Electronic energy (hartree): -7603.414671


Formula: C5H11N
Source: the Open Molecules 2025 dataset
Level of theory: ωB97M-V/def2-TZVPD

Element x y z (Å)
C: 1.8127 -0.3642 -1.2221
C: 1.1208 0.9343 -0.3665
N: 0.0868 0.6717 0.6233
C: 0.0763 -0.7324 0.9507
C: -1.0483 -0.1263 0.1889
C: -2.3899 0.2096 0.8001
H: 2.8733 -0.4131 -0.9454
H: 1.5537 -1.4595 -1.2326
H: 1.7192 -0.1235 -2.2757
H: 1.9401 1.4101 0.1965
H: 0.7100 1.7304 -1.0199
H: 0.8049 -1.2210 0.3173
H: 0.0301 -1.0392 1.9888
H: -1.0831 -0.3768 -0.8739
H: -3.0642 -0.6544 0.7734
H: -2.8736 1.0307 0.2560
H: -2.2688 0.5238 1.8411

Energy relative to the best compared isomer or geometry (same formula, charge and spin) (kcal per mole): 52.3
Total charge: 0
HOMO level (eV): -9.05
Lowest unoccupied orbital energy (Eh): 0.0429
Electronic energy (hartree): -251.779159
SMILES: CCN1C[C@H]1C


Going through the records in order, we get F_max values of 5.79 1.51 eV/A.